Entry 1:
Formula: C14H38BaO12
Source: the OMol25 dataset
Level of theory: ωB97M-V/def2-TZVPD

Element x y z (Å)
Ba -0.216 0.071 0.082
O -1.413 -0.735 4.665
C -1.523 0.162 3.760
O -2.301 1.085 4.072
O -0.832 0.104 2.717
H -2.075 -0.371 5.257
O -2.661 0.347 -3.905
C -1.376 0.416 -3.772
O -0.798 0.051 -2.716
O -0.888 0.763 -4.844
H -2.345 0.735 -4.724
C 2.356 4.467 0.118
C 2.565 2.915 0.003
O 1.448 2.333 -0.573
H 3.198 5.062 0.471
H 1.507 4.773 0.729
H 2.091 4.908 -0.843
H 2.753 2.403 0.947
H 3.407 2.729 -0.664
H 1.250 2.649 -1.458
C 3.346 -2.352 1.939
C 2.623 -1.064 2.416
O 2.294 -0.186 1.401
H 3.979 -2.047 1.106
H 2.644 -3.051 1.484
H 3.911 -2.952 2.653
H 3.215 -0.415 3.062
H 1.686 -1.458 2.810
H 3.135 0.221 1.179
C -0.819 -3.862 1.630
C -0.471 -3.880 0.123
O 0.288 -2.762 -0.241
H -1.796 -4.343 1.590
H -1.022 -2.945 2.183
H -0.088 -4.464 2.168
H -1.335 -3.661 -0.503
H 0.090 -4.778 -0.136
H 1.025 -3.115 -0.744
C -4.706 -1.899 0.588
C -3.519 -0.972 0.708
O -2.871 -0.790 -0.501
H -4.387 -2.924 0.403
H -5.332 -1.739 -0.290
H -5.379 -1.728 1.429
H -2.886 -1.204 1.565
H -3.908 0.031 0.881
H -3.347 -0.302 -1.177
C -2.890 3.175 -1.896
C -1.871 3.390 -0.815
O -1.817 2.369 0.026
H -3.825 2.691 -1.615
H -2.472 2.600 -2.722
H -2.995 4.153 -2.365
H -2.092 4.290 -0.241
H -0.899 3.523 -1.292
H -2.489 2.548 0.688
C 4.292 -0.572 -1.275
C 3.166 -0.416 -2.304
O 1.862 -0.737 -1.797
H 4.326 -1.603 -0.923
H 4.299 0.179 -0.485
H 5.288 -0.432 -1.695
H 3.109 -1.154 -3.104
H 3.210 0.606 -2.678
H 1.279 -0.835 -2.554

- energy relative to the best compared isomer or geometry (same formula, charge and spin) (eV) = 4.315
- E_LUMO (eV) = 0.0
- total energy (eV) = -40398.5973
- Kohn-Sham gap (eV) = 8.303
- HOMO energy (eV) = -8.3
- largest force on an atom (eV/Å) = 5.026

=====

Entry 2:
Formula: C14H38Cl4O5S5
Source: the OMol25 dataset
Level of theory: ωB97M-V/def2-TZVPD

Element x y z (Å)
C 10.086 11.191 16.662
S 9.807 12.954 16.375
O 8.533 13.144 15.575
C 9.362 13.403 18.106
H 10.905 11.170 17.416
H 10.534 10.737 15.719
H 9.150 10.614 16.777
H 10.252 13.450 18.711
H 8.719 12.609 18.458
H 8.797 14.344 18.105
C 5.311 13.439 18.310
S 5.754 13.644 20.016
O 7.107 14.213 20.134
C 4.619 14.948 20.366
H 5.987 12.650 17.922
H 5.364 14.426 17.855
H 4.228 13.143 18.386
H 4.537 15.060 21.442
H 3.619 14.665 19.929
H 4.898 15.855 19.809
C 9.924 14.886 13.284
S 10.514 15.385 11.595
O 10.872 14.110 10.785
C 8.954 15.914 10.807
H 9.136 14.136 13.123
H 9.625 15.748 13.812
H 10.845 14.439 13.667
H 8.564 16.823 11.234
H 8.258 15.120 11.007
H 9.291 15.947 9.770
C 8.670 10.055 9.328
S 8.641 10.782 7.631
O 7.206 11.123 7.390
C 9.570 12.322 7.964
H 8.154 10.778 9.951
H 9.680 9.969 9.628
H 8.179 9.114 9.165
H 9.196 12.910 8.804
H 9.451 12.899 7.006
H 10.621 12.070 8.070
C 6.178 13.791 8.350
S 6.309 12.800 9.816
O 5.902 13.685 10.959
C 5.024 11.621 9.435
H 7.060 14.387 8.168
H 5.204 14.327 8.383
H 6.178 13.044 7.552
H 4.309 12.101 8.761
H 4.640 11.401 10.437
H 5.511 10.840 8.887
Cl 6.304 6.390 14.804
C 5.990 7.468 16.213
C 7.199 8.324 16.485
Cl 6.750 9.629 17.621
H 5.886 6.793 17.032
H 5.072 8.010 15.999
H 7.649 8.823 15.583
H 7.947 7.721 17.019
Cl 7.730 11.305 12.670
C 6.558 12.295 13.607
C 5.145 11.804 13.540
Cl 4.777 10.170 14.183
H 6.570 13.268 13.175
H 6.982 12.216 14.628
H 4.844 11.916 12.522
H 4.535 12.511 14.129

- energy relative to the best compared isomer or geometry (same formula, charge and spin) (eV) = 0.000
- E_LUMO (eV) = 0.5
- total energy (eV) = -129633.5463
- Kohn-Sham gap (eV) = 9.038
- HOMO energy (eV) = -8.5
- largest force on an atom (eV/Å) = 2.880

=====

Entry 3:
Formula: C14H38Cl5O14
Source: the OMol25 dataset
Level of theory: ωB97M-V/def2-TZVPD

Element x y z (Å)
Cl 31.005 10.328 -10.864
O 32.213 10.809 -10.279
O 30.955 10.664 -12.278
O 30.985 8.924 -10.648
O 29.943 10.989 -10.116
C 36.133 3.794 -14.165
C 35.118 4.254 -13.097
O 34.362 5.284 -13.760
O 35.626 3.919 -15.538
H 36.401 2.790 -13.835
H 37.067 4.348 -14.070
H 35.539 4.635 -12.166
H 34.412 3.439 -12.939
H 33.942 5.817 -13.081
H 35.015 4.660 -15.536
C 36.835 10.907 -12.788
C 36.285 10.850 -14.183
O 36.104 12.129 -14.826
O 36.415 11.921 -11.946
H 37.906 11.057 -12.922
H 36.783 9.894 -12.390
H 35.234 10.564 -14.139
H 36.966 10.173 -14.699
H 35.731 12.674 -14.128
H 35.665 11.582 -11.451
C 34.094 15.472 -8.053
C 32.858 15.220 -7.010
O 33.040 13.936 -6.404
O 35.194 16.009 -7.376
H 33.942 16.014 -8.987
H 34.408 14.494 -8.418
H 31.994 15.258 -7.673
H 32.700 15.991 -6.255
H 32.844 13.244 -7.040
H 35.471 16.877 -7.676
C 30.914 16.284 -14.030
C 31.292 17.697 -13.562
O 31.871 18.334 -14.613
O 32.071 15.399 -13.885
H 30.447 16.215 -15.012
H 30.087 16.025 -13.369
H 32.012 17.673 -12.744
H 30.472 18.325 -13.216
H 31.955 19.257 -14.363
H 31.723 14.525 -13.695
C 27.899 9.366 -5.722
C 28.745 8.119 -5.897
O 29.723 8.141 -4.911
O 27.490 9.735 -4.369
H 26.973 9.180 -6.267
H 28.399 10.192 -6.228
H 29.260 8.105 -6.858
H 28.102 7.318 -5.533
H 29.312 8.595 -4.171
H 27.941 10.579 -4.301
Cl 36.110 8.159 -7.132
C 34.585 8.090 -6.316
C 34.719 7.564 -4.855
Cl 34.912 5.731 -4.711
H 33.934 7.479 -6.941
H 34.180 9.099 -6.392
H 33.725 7.750 -4.448
H 35.505 8.064 -4.290
Cl 27.878 2.297 -12.639
C 29.412 2.238 -11.784
C 29.420 3.286 -10.645
Cl 30.924 3.105 -9.791
H 30.202 2.393 -12.519
H 29.528 1.274 -11.289
H 28.564 3.097 -9.997
H 29.407 4.318 -10.998

- E_LUMO (eV) = 2.1
- total energy (eV) = -106401.5358
- Kohn-Sham gap (eV) = 8.358
- net charge = -1
- HOMO energy (eV) = -6.3
- largest force on an atom (eV/Å) = 3.034

=====

Entry 4:
Formula: C14H39BF4N2O8PS2
Source: the OMol25 dataset
Level of theory: ωB97M-V/def2-TZVPD

Element x y z (Å)
N 3.727 -1.532 1.538
H 4.038 -0.696 1.064
H 4.476 -2.187 1.364
H 2.797 -1.917 1.613
H 3.862 -1.318 2.516
N -1.720 -1.185 2.978
H -1.131 -1.463 2.205
H -1.210 -1.143 3.849
H -2.546 -1.765 3.004
H -1.966 -0.220 2.810
B 0.693 -1.680 0.893
F 1.258 -2.871 1.276
F -0.672 -1.750 0.514
F 0.903 -0.826 1.905
F 1.357 -1.365 -0.202
C -2.271 0.672 -2.373
C -0.843 0.217 -2.839
C -0.945 -1.217 -3.302
S -2.765 -1.412 -3.942
O -3.401 -2.479 -3.191
O -2.962 -1.410 -5.388
C -3.302 0.280 -3.405
H -2.345 1.726 -2.103
H -2.431 0.101 -1.458
H 0.030 0.236 -2.187
H -0.360 0.802 -3.622
H -0.833 -1.806 -2.392
H -0.284 -1.695 -4.024
H -4.381 0.228 -3.256
H -3.280 0.930 -4.280
C 2.428 -4.497 -2.218
C 3.513 -5.248 -2.950
C 4.765 -4.553 -2.687
S 4.357 -2.837 -2.172
O 5.028 -1.928 -3.090
O 4.718 -2.927 -0.714
C 2.586 -3.104 -2.590
H 2.412 -4.547 -1.129
H 1.466 -4.967 -2.424
H 3.376 -5.220 -4.031
H 3.539 -6.267 -2.564
H 5.404 -4.334 -3.543
H 5.508 -5.007 -2.031
H 2.417 -2.814 -3.627
H 1.871 -2.581 -1.953
C -0.355 3.620 5.694
C 0.012 3.775 4.216
O -1.201 4.052 3.478
P -1.603 3.121 2.174
O -1.954 1.652 2.407
O -2.839 4.038 1.495
C -3.930 4.585 2.219
C -5.072 3.702 1.938
O -0.446 3.397 1.021
C 0.062 2.312 0.305
C 0.977 2.669 -0.844
H 0.009 2.672 6.088
H 0.119 4.467 6.190
H -1.400 3.806 5.942
H 0.784 4.544 4.185
H 0.526 2.929 3.759
H -3.604 4.723 3.250
H -4.229 5.576 1.876
H -5.400 3.660 0.900
H -4.791 2.687 2.221
H -5.896 4.003 2.585
H 0.555 1.582 0.948
H -0.754 1.860 -0.259
H 1.407 1.742 -1.224
H 0.509 2.899 -1.802
H 1.637 3.503 -0.606

- energy relative to the best compared isomer or geometry (same formula, charge and spin) (eV) = 3.273
- E_LUMO (eV) = -2.9
- total energy (eV) = -77016.3408
- Kohn-Sham gap (eV) = 8.898
- net charge = +1
- HOMO energy (eV) = -11.8
- largest force on an atom (eV/Å) = 4.001